No. 1
{
  "formula": "C2H14O5",
  "method": "the ωB97M-V functional and the def2-TZVPD basis",
  "species": ["C", "C", "O", "H", "H", "H", "H", "H", "H", "O", "H", "H", "O", "H", "H", "O", "H", "H", "O", "H", "H"],
  "positions_angstrom": [[1.541584, -1.354392, -1.022034], [2.962992, -1.020813, -0.634339], [3.144374, 0.077641, 0.244067], [0.978397, -1.803457, -0.196374], [0.995108, -0.490981, -1.384135], [1.654870, -2.238945, -1.661359], [3.524306, -0.707127, -1.526505], [3.463384, -1.890266, -0.199717], [2.431513, 0.641237, 0.510288], [2.996010, 3.435609, 0.702973], [3.007061, 2.474649, 0.765439], [2.957852, 3.665098, -0.235874], [-4.127231, -0.514983, -0.980671], [-4.826393, -0.814396, -1.534311], [-3.514374, -1.227368, -0.996823], [-0.700576, 2.141623, 0.611371], [-1.059842, 2.276769, 1.509679], [-0.988326, 2.911101, 0.134251], [-4.480852, -3.061620, 0.921217], [-3.994792, -2.211276, 1.009902], [-5.262852, -2.976747, 1.470175]],
  "atomic_forces_ev_per_a": [[0.344, -1.151, 0.914], [-0.075, 0.967, -0.393], [1.411, 0.044, 0.823], [0.083, 0.475, 0.300], [-0.057, -0.175, -0.553], [-0.434, 0.625, -0.730], [-0.132, -0.499, -0.059], [-0.062, 0.108, 0.066], [-1.297, -0.462, -0.349], [-0.085, 0.242, -0.037], [0.209, 0.212, -0.270], [0.032, -0.332, 0.300], [0.123, 1.195, 0.667], [-0.998, -0.299, -0.640], [0.918, -0.892, -0.048], [-0.092, -0.424, 1.037], [0.313, -0.154, -0.651], [-0.156, 0.515, -0.397], [0.736, 0.672, -0.068], [-0.730, -0.799, 0.008], [-0.050, 0.135, 0.078]],
  "lowdin_charge": [-0.09, -0.32, -0.09, 0.07, 0.08, 0.08, 0.11, 0.11, 0.05, -0.06, 0.00, 0.04, -0.03, 0.02, 0.01, -0.06, 0.05, 0.02, -0.07, 0.04, 0.03],
  "max_force_ev_per_a": 1.63,
  "orbital_gap_ev": 10.73,
  "e_homo_ev": -10.25,
  "spin_multiplicity": 1,
  "de_lowest_kj_mol": 143.6,
  "smiles": "CCO.O.O.O.O"
}



No. 2
{
  "formula": "C32H42CrN6P2S3",
  "method": "the ωB97M-V functional and the def2-TZVPD basis",
  "species": ["Cr", "C", "C", "N", "N", "C", "N", "S", "C", "C", "C", "C", "C", "N", "H", "H", "H", "H", "H", "H", "H", "H", "H", "H", "S", "C", "C", "C", "C", "C", "C", "S", "H", "H", "H", "H", "C", "P", "C", "N", "C", "C", "C", "C", "C", "C", "N", "C", "P", "C", "C", "C", "C", "C", "C", "C", "C", "C", "H", "H", "H", "H", "H", "H", "H", "H", "H", "H", "H", "H", "H", "H", "H", "H", "H", "H", "H", "H", "H", "H", "H", "H", "H", "H", "H", "H"],
  "positions_angstrom": [[0.570060, 1.062730, 0.746885], [-0.816665, 1.191729, 4.865366], [-0.619510, 1.114588, 3.388119], [0.503602, 1.015732, 2.772466], [1.675102, 0.914782, 3.470372], [2.729859, 0.309473, 2.874817], [3.854680, 0.247797, 3.588408], [2.606441, -0.369344, 1.345216], [-1.779236, 1.141691, 2.482491], [-3.068051, 1.367003, 2.931924], [-4.106191, 1.407887, 2.012730], [-3.815282, 1.212018, 0.675695], [-2.499678, 0.990501, 0.304201], [-1.496129, 0.945370, 1.178238], [0.074531, 0.944254, 5.435685], [-1.601268, 0.501668, 5.174205], [-1.129193, 2.200746, 5.143272], [1.739224, 1.300176, 4.399396], [3.960898, 0.694448, 4.483698], [4.676184, -0.124642, 3.143676], [-3.257790, 1.532234, 3.982337], [-5.120218, 1.595529, 2.337565], [-4.586886, 1.239821, -0.080091], [-2.240443, 0.851594, -0.736478], [-0.431927, 3.208145, 0.458291], [0.708029, 4.480098, 0.816158], [0.304902, 5.803462, 0.993043], [1.248827, 6.781117, 1.252496], [2.598468, 6.443904, 1.339265], [2.998576, 5.130481, 1.170015], [2.049564, 4.141965, 0.908366], [2.497439, 2.464343, 0.705547], [-0.745789, 6.055820, 0.921393], [0.935093, 7.807551, 1.388721], [3.336568, 7.208779, 1.541439], [4.045198, 4.858966, 1.233369], [-1.854680, -2.017004, 1.657292], [-0.323366, -1.729699, 0.685461], [-1.015291, -1.817990, -1.029772], [-1.881959, -2.768379, -1.282544], [-2.459853, -2.814076, -2.505202], [-3.377109, -3.845729, -2.817680], [-3.972202, -3.861796, -4.043855], [-3.689766, -2.855714, -5.002906], [-2.811990, -1.850786, -4.724655], [-2.171670, -1.818251, -3.462859], [-1.294188, -0.828894, -3.177240], [-0.699335, -0.825787, -2.009544], [0.476193, 0.585127, -1.678862], [-0.316781, 1.917926, -2.637624], [1.956898, 0.146402, -2.755462], [2.524220, -1.192320, -2.294341], [3.020831, 1.233458, -2.580886], [1.593465, 0.049862, -4.238730], [0.545734, -3.386458, 0.962194], [1.198623, -3.309315, 2.348771], [1.617243, -3.592527, -0.103838], [-0.407722, -4.585134, 0.943442], [-1.579314, -2.254696, 2.685697], [-2.407457, -2.849623, 1.228807], [-2.496343, -1.140229, 1.667063], [-3.580283, -4.600461, -2.069748], [-4.671112, -4.648591, -4.294245], [-4.180568, -2.892488, -5.966189], [-2.580792, -1.075195, -5.442369], [-0.682829, 1.531738, -3.585901], [0.422535, 2.700944, -2.804642], [-1.125613, 2.363957, -2.064844], [2.758668, -1.187753, -1.229778], [3.454028, -1.392991, -2.831123], [1.835489, -2.012956, -2.503502], [3.342431, 1.335020, -1.547069], [2.674804, 2.209103, -2.924277], [3.889403, 0.961182, -3.185862], [0.816962, -0.684953, -4.437147], [2.490906, -0.253515, -4.784057], [1.273907, 1.009089, -4.644929], [1.983268, -2.555527, 2.385913], [1.643238, -4.278584, 2.586406], [0.465833, -3.089839, 3.129448], [2.351181, -2.789480, -0.101445], [1.181474, -3.672447, -1.101088], [2.148104, -4.525426, 0.100570], [-1.084052, -4.584830, 1.797357], [0.194813, -5.494704, 1.008737], [-0.994925, -4.632115, 0.028763]],
  "atomic_forces_ev_per_a": [[0.593, -0.894, -0.424], [-0.003, 0.040, 0.012], [0.069, -0.025, 0.019], [-0.150, -0.006, 0.369], [-0.027, -0.144, 0.058], [0.084, 0.095, -0.009], [-0.016, -0.075, 0.009], [-0.039, 0.420, -0.097], [-0.013, 0.001, -0.050], [0.027, 0.001, 0.029], [0.023, -0.026, -0.036], [-0.035, -0.026, 0.046], [0.053, -0.049, -0.075], [-0.108, 0.358, 0.177], [0.013, -0.032, -0.026], [-0.010, 0.010, -0.001], [0.002, -0.001, 0.012], [0.011, 0.084, -0.038], [-0.004, 0.005, 0.002], [0.008, 0.027, -0.006], [-0.016, -0.003, -0.001], [0.001, 0.002, 0.008], [0.006, -0.003, -0.008], [0.017, 0.022, 0.010], [0.030, 0.069, 0.149], [-0.025, 0.035, -0.128], [0.001, 0.018, -0.019], [0.008, -0.030, 0.004], [-0.017, 0.001, 0.005], [0.016, -0.014, -0.018], [0.042, 0.036, -0.095], [-0.183, 0.088, 0.211], [-0.001, 0.005, 0.001], [0.007, 0.004, -0.002], [0.001, 0.002, -0.003], [0.004, 0.014, 0.009], [-0.002, -0.027, -0.002], [-0.232, 0.160, -0.119], [-0.046, -0.066, 0.075], [0.004, -0.060, 0.043], [0.009, 0.038, -0.007], [-0.010, 0.007, -0.009], [0.003, -0.009, 0.011], [0.000, 0.005, 0.001], [-0.014, -0.020, -0.009], [0.008, -0.018, 0.027], [0.012, 0.017, -0.073], [0.038, 0.148, -0.023], [-0.051, 0.081, -0.205], [0.009, -0.110, -0.061], [-0.017, 0.030, 0.052], [-0.039, 0.040, -0.016], [0.036, -0.034, 0.019], [0.026, 0.016, 0.006], [0.047, 0.110, 0.085], [0.021, -0.045, 0.048], [0.031, -0.014, 0.051], [-0.025, 0.031, -0.050], [-0.022, -0.022, 0.012], [-0.007, -0.035, 0.013], [-0.002, -0.152, -0.024], [-0.001, 0.004, 0.005], [-0.002, 0.003, -0.005], [0.000, -0.005, -0.001], [0.012, 0.008, 0.011], [0.018, 0.025, -0.013], [0.001, 0.026, 0.033], [-0.017, -0.005, -0.006], [0.021, 0.060, -0.046], [-0.004, -0.013, -0.020], [0.010, 0.007, 0.026], [0.005, -0.007, 0.007], [-0.019, 0.017, 0.030], [-0.012, 0.009, -0.030], [-0.036, -0.030, 0.005], [-0.001, 0.013, -0.003], [-0.003, -0.001, 0.005], [-0.068, -0.120, 0.028], [-0.017, -0.020, -0.009], [0.002, -0.024, 0.013], [-0.001, -0.051, 0.008], [-0.001, 0.001, 0.007], [-0.010, -0.001, 0.007], [-0.023, 0.007, -0.003], [0.010, 0.017, 0.012], [-0.015, 0.001, 0.003]],
  "lowdin_charge": [-0.10, 0.02, -0.22, -0.03, 0.02, -0.80, 0.14, 0.72, -0.26, 0.02, -0.01, 0.00, -0.16, -0.14, 0.08, 0.10, 0.11, 0.16, 0.12, 0.12, 0.12, 0.12, 0.12, 0.10, 0.78, -0.65, -0.12, -0.10, -0.10, -0.12, -0.66, 0.67, 0.10, 0.10, 0.10, 0.10, -0.22, 1.05, -0.38, 0.14, -0.20, -0.01, -0.06, -0.06, 0.00, -0.20, 0.14, -0.38, 0.99, -0.25, -0.69, -0.10, -0.10, -0.08, -0.70, -0.11, -0.10, -0.09, 0.05, 0.04, 0.02, 0.12, 0.11, 0.11, 0.12, 0.04, 0.06, 0.00, 0.02, 0.10, 0.07, 0.02, 0.08, 0.09, 0.07, 0.09, 0.08, 0.01, 0.09, 0.07, 0.03, 0.08, 0.10, 0.08, 0.09, 0.07],
  "total_charge": 1,
  "max_force_ev_per_a": 1.15,
  "orbital_gap_ev": [5.52, 5.60],
  "e_homo_ev": [-8.99, -9.29],
  "spin_multiplicity": 2
}



No. 3
{
  "formula": "C4H13N3",
  "method": "the ωB97M-V functional and the def2-TZVPD basis",
  "species": ["N", "C", "N", "C", "C", "C", "N", "H", "H", "H", "H", "H", "H", "H", "H", "H", "H", "H", "H", "H"],
  "positions_angstrom": [[-0.819278, 3.792978, -0.200719], [-0.061109, 2.751422, -0.401451], [-0.440071, 1.524897, -0.696988], [0.441397, 0.353833, -0.525059], [-0.336505, -0.840658, 0.033403], [0.502630, -2.125704, -0.097420], [0.370262, -3.003595, 1.149037], [-0.403521, 4.655898, 0.136761], [-1.778234, 3.939451, -0.494049], [1.015943, 2.923380, -0.443610], [-1.423495, 1.341738, -0.861008], [0.796995, 0.075306, -1.517253], [1.250874, 0.589901, 0.152623], [-0.676379, -0.695345, 1.060101], [-1.246054, -1.002077, -0.541467], [0.229931, -2.763287, -0.931821], [1.556884, -1.882891, -0.156339], [-0.607580, -3.071639, 1.438202], [0.730243, -3.943004, 0.953746], [0.897074, -2.620596, 1.943303]],
  "atomic_forces_ev_per_a": [[-0.113, 0.882, -0.135], [0.403, -0.286, -0.628], [-0.301, 0.310, 0.575], [-0.636, -0.273, -0.623], [-0.303, -0.514, -0.270], [0.136, 0.103, 0.793], [0.080, 0.349, -0.259], [0.274, -0.180, -0.317], [-0.163, -0.673, 0.222], [-0.120, -0.056, 0.840], [0.004, -0.001, 0.090], [0.390, 0.023, 0.094], [0.281, 0.271, -0.111], [0.249, 0.219, 0.119], [-0.153, 0.140, -0.130], [-0.072, 0.145, -0.130], [0.229, -0.117, -0.144], [-0.024, -0.238, 0.013], [-0.082, -0.008, 0.146], [-0.077, -0.096, -0.142]],
  "lowdin_charge": [0.22, -0.12, 0.07, -0.14, -0.15, -0.11, 0.21, 0.15, 0.16, 0.18, 0.17, 0.14, 0.14, 0.13, 0.13, 0.14, 0.13, 0.18, 0.18, 0.18],
  "total_charge": 2,
  "max_force_ev_per_a": 0.93,
  "orbital_gap_ev": 11.76,
  "e_homo_ev": -18.43,
  "spin_multiplicity": 1,
  "de_lowest_kj_mol": 22.9,
  "smiles": "N/C=[NH+]/CCC[NH3+]"
}



No. 4
{
  "formula": "C6H6O",
  "method": "the ωB97M-V functional and the def2-TZVPD basis",
  "species": ["O", "C", "C", "C", "C", "C", "C", "H", "H", "H", "H", "H", "H"],
  "positions_angstrom": [[-1.311134, 0.018414, 1.100223], [-0.605665, 0.669683, 0.108160], [0.915013, 0.406431, 0.150017], [1.238988, -1.011102, 0.323180], [1.490425, -2.172084, 0.517307], [-1.019991, -0.192036, -1.447277], [-1.496306, 0.972276, -1.399124], [-1.174484, -0.932614, 0.959008], [-0.724943, 1.739246, 0.318677], [1.323058, 0.962658, 1.003659], [1.377738, 0.799764, -0.759925], [1.724132, -3.204374, 0.661049], [-2.023640, 1.901582, -1.506292]],
  "atomic_forces_ev_per_a": [[-0.025, -0.182, -0.056], [0.274, 0.165, 0.268], [0.058, 0.016, 0.001], [0.120, -0.471, 0.089], [-0.101, 0.454, -0.099], [-0.275, 0.593, -0.109], [0.082, -0.450, -0.114], [-0.056, 0.103, 0.085], [0.019, -0.098, -0.079], [-0.057, -0.081, -0.102], [-0.079, -0.076, 0.120], [-0.048, 0.194, -0.021], [0.088, -0.166, 0.017]],
  "lowdin_charge": [-0.01, -0.44, -0.17, -0.16, 0.12, 0.06, -0.02, 0.10, 0.14, 0.13, 0.13, 0.03, 0.09],
  "max_force_ev_per_a": 0.66,
  "orbital_gap_ev": 10.94,
  "e_homo_ev": -10.10,
  "spin_multiplicity": 1,
  "de_lowest_kj_mol": 596.8
}



No. 5
{
  "formula": "C5H13NS",
  "method": "the ωB97M-V functional and the def2-TZVPD basis",
  "species": ["C", "C", "N", "C", "C", "C", "S", "H", "H", "H", "H", "H", "H", "H", "H", "H", "H", "H", "H", "H"],
  "positions_angstrom": [[0.063820, -2.064363, 1.566162], [0.380520, -0.466331, 1.826990], [0.612645, 0.407272, 0.664402], [-0.386843, 0.553142, -0.462524], [-0.327941, 2.029066, -0.679581], [0.241272, -0.106983, -1.727633], [-0.720905, 0.272269, -3.386156], [0.640856, -2.512919, 2.400882], [-0.879975, -2.436825, 1.899050], [0.226052, -2.224729, 0.506384], [1.212785, -0.331778, 2.484099], [-0.444350, -0.259135, 2.501891], [1.401552, -0.120792, 0.224313], [-1.236011, 0.097579, 0.083463], [-0.718769, 2.392125, -1.605836], [-0.812160, 2.517004, 0.266414], [0.876076, 2.299150, -0.613952], [1.327913, 0.020329, -1.828686], [0.140249, -1.231786, -1.395760], [-1.596788, 1.167714, -2.723913]],
  "atomic_forces_ev_per_a": [[1.507, 2.249, 1.524], [-2.209, -1.850, -0.233], [1.589, -2.122, -0.131], [2.261, 0.218, 1.085], [1.625, 2.090, 2.878], [-2.094, -3.204, 0.704], [0.047, 0.490, 2.669], [0.757, -0.530, -1.429], [-1.354, 0.529, -0.429], [0.534, -0.973, 0.230], [0.914, -0.256, 0.037], [-0.474, 1.268, -0.372], [-0.362, 1.087, 0.461], [-0.549, 0.292, -1.719], [-0.381, 0.430, -0.294], [0.852, -0.379, -1.956], [-3.221, -0.504, -0.337], [-0.504, 0.728, -0.077], [0.104, 1.637, -1.572], [0.959, -1.201, -1.039]],
  "lowdin_charge": [-0.06, -0.25, -0.09, -0.49, -0.13, -0.46, 0.62, 0.07, 0.04, 0.04, 0.08, 0.09, 0.10, 0.15, 0.01, 0.11, 0.15, 0.07, 0.08, -0.12],
  "max_force_ev_per_a": 3.91,
  "orbital_gap_ev": 9.86,
  "e_homo_ev": -8.94,
  "spin_multiplicity": 1,
  "de_lowest_kj_mol": 283.3,
  "smiles": "CCN[C@@H](C)CS"
}



No. 6
{
  "formula": "C2H3N2O2",
  "method": "the ωB97M-V functional and the def2-TZVPD basis",
  "species": ["C", "C", "N", "N", "O", "O", "H", "H", "H"],
  "positions_angstrom": [[0.504783, -0.196724, -0.573443], [-0.508518, 0.700296, -0.429131], [-0.078018, -0.515633, 1.569443], [0.685491, -0.910559, 0.601529], [1.477501, -1.795969, 0.762356], [-1.114962, 0.745697, 0.679072], [1.121911, -0.405687, -1.429153], [-0.814895, 1.411773, -1.203128], [-0.373256, -0.879548, 2.469383]],
  "atomic_forces_ev_per_a": [[-0.367, 0.406, -0.426], [1.499, -0.506, -1.673], [-2.699, 4.421, -1.911], [0.160, -0.215, -0.842], [0.354, -0.475, 0.340], [1.337, -2.998, 4.075], [0.089, -0.100, 0.108], [-0.136, -0.028, 0.248], [-0.238, -0.505, 0.081]],
  "lowdin_charge": [0.07, -0.09, 0.34, -0.27, 0.19, 0.21, 0.16, 0.19, 0.20],
  "total_charge": 1,
  "max_force_ev_per_a": 5.52,
  "orbital_gap_ev": 7.71,
  "e_homo_ev": -16.17,
  "spin_multiplicity": 1,
  "de_lowest_kj_mol": 685.8
}



Ordered DFT total energy results: -460.7508; -4494.7188; -323.8843; -307.2361; -651.1360; -337.4770; unit Ha.